[1]
Below is C38H51FeN2O2P2S3Si2 as an isolated structure, with properties calculated with the ωB97M-V functional and the def2-TZVPD basis.

Last column: Löwdin charge in e.
Geometry (Å):
1 Fe -0.9536 -0.0223 -0.5955  0.36
2 C -0.0630 -2.6464 -2.9214  -0.16
3 Si 1.3960 -1.7398 -2.1690  0.36
4 C 2.6138 -3.0667 -1.6256  -0.18
5 C 2.2863 -0.6635 -3.4308  -0.17
6 N 0.8066 -0.8226 -0.8190  -0.32
7 P 1.5340 -0.0074 0.3674  0.73
8 C 0.2182 0.9894 0.8750  -0.34
9 P -0.8435 0.2039 1.9865  0.72
10 N -1.2620 -1.0720 1.1039  -0.27
11 Si -2.3255 -2.4370 1.1380  0.36
12 C -3.4071 -2.6013 -0.3793  -0.17
13 C -1.2533 -3.9815 1.1762  -0.17
14 C -3.4374 -2.4284 2.6472  -0.17
15 C -0.1637 -0.1631 3.6214  -0.29
16 C 0.2683 0.9028 4.4110  -0.08
17 C 0.8134 0.6652 5.6613  -0.08
18 C 0.9175 -0.6369 6.1373  -0.08
19 C 0.4840 -1.6982 5.3582  -0.08
20 C -0.0517 -1.4618 4.0984  -0.08
21 C -2.1899 1.3479 2.3955  -0.29
22 C -2.3152 2.5584 1.7210  -0.09
23 C -3.3792 3.4056 1.9972  -0.07
24 C -4.3193 3.0499 2.9524  -0.08
25 C -4.1908 1.8507 3.6416  -0.08
26 C -3.1257 1.0061 3.3692  -0.09
27 C 2.3247 -1.0830 1.5873  -0.29
28 C 1.9837 -2.4298 1.6255  -0.10
29 C 2.5242 -3.2609 2.5955  -0.07
30 C 3.3851 -2.7403 3.5506  -0.08
31 C 3.7094 -1.3891 3.5339  -0.07
32 C 3.1894 -0.5634 2.5497  -0.07
33 C 2.9119 1.0211 -0.2127  -0.29
34 C 2.7581 2.3998 -0.3156  -0.09
35 C 3.7783 3.1812 -0.8430  -0.08
36 C 4.9571 2.5870 -1.2680  -0.08
37 C 5.1266 1.2127 -1.1468  -0.07
38 C 4.1115 0.4340 -0.6157  -0.09
39 H -0.0139 -2.6577 -4.0098  0.02
40 H -0.0817 -3.6796 -2.5673  0.03
41 H -1.0228 -2.1952 -2.6513  0.00
42 H 2.9629 -3.5677 -2.5347  0.04
43 H 3.4963 -2.6931 -1.1045  0.02
44 H 2.1457 -3.8257 -0.9964  0.02
45 H 1.7707 -0.6660 -4.3914  0.01
46 H 2.3465 0.3707 -3.0815  0.01
47 H 3.3078 -1.0159 -3.5906  0.03
48 H -2.9147 -2.2900 -1.3017  0.01
49 H -3.6819 -3.6539 -0.4911  0.04
50 H -4.3197 -2.0113 -0.2925  0.03
51 H -0.6332 -4.0134 0.2750  0.02
52 H -0.5857 -4.0031 2.0402  0.01
53 H -1.8554 -4.8927 1.1927  0.03
54 H -4.1543 -1.6072 2.6030  0.02
55 H -4.0026 -3.3626 2.6967  0.03
56 H -2.8695 -2.3390 3.5761  0.02
57 H 0.1732 1.9186 4.0445  0.11
58 H 1.1515 1.4945 6.2687  0.10
59 H 1.3365 -0.8211 7.1180  0.10
60 H 0.5695 -2.7130 5.7245  0.11
61 H -0.3704 -2.2905 3.4801  0.08
62 H -1.5790 2.8162 0.9695  0.09
63 H -3.4816 4.3351 1.4534  0.11
64 H -5.1529 3.7071 3.1641  0.10
65 H -4.9181 1.5755 4.3944  0.10
66 H -3.0245 0.0802 3.9220  0.10
67 H 1.2827 -2.8158 0.8997  0.07
68 H 2.2637 -4.3119 2.6095  0.11
69 H 3.8022 -3.3849 4.3139  0.10
70 H 4.3724 -0.9797 4.2849  0.11
71 H 3.4576 0.4867 2.5298  0.11
72 H 1.8373 2.8382 0.0492  0.08
73 H 3.6537 4.2540 -0.9161  0.11
74 H 5.7508 3.1943 -1.6831  0.10
75 H 6.0524 0.7503 -1.4627  0.11
76 H 4.2562 -0.6350 -0.5130  0.10
77 C 0.5761 2.1756 -5.6436  -0.52
78 C -0.6404 1.4359 -6.2360  -0.53
79 S -1.1466 -0.0932 -5.3975  0.85
80 C -2.4999 0.4731 -4.3364  -0.52
81 C -2.1986 1.6952 -3.4897  -0.47
82 S -0.7015 1.4754 -2.5010  0.94
83 C -0.2275 3.1843 -2.1983  -0.47
84 C 0.7972 3.6840 -3.2078  -0.54
85 S 0.2260 3.8122 -4.9230  0.87
86 H 1.3032 2.3452 -6.4375  0.06
87 H 1.0594 1.5645 -4.8822  0.03
88 H -0.3861 1.1110 -7.2452  0.06
89 H -1.5045 2.0945 -6.3394  0.07
90 H -2.7845 -0.3770 -3.7115  0.07
91 H -3.3641 0.7066 -4.9615  0.08
92 H -3.0303 1.8939 -2.8124  0.05
93 H -2.0206 2.5556 -4.1327  0.05
94 H 0.1740 3.2233 -1.1841  0.05
95 H -1.1282 3.8002 -2.2138  0.09
96 H 1.7081 3.0838 -3.1654  0.07
97 H 1.0781 4.7055 -2.9394  0.07
98 O -4.2603 1.9399 -1.2103  0.00
99 C -3.8814 1.0554 -0.4644  -0.50
100 O -2.8207 0.3356 -0.5893  -0.21
101 H -4.4721 0.8238 0.4415  0.13

<S²>	1.124
lowest unoccupied orbital energy (alpha / beta)	-0.65 / 0.55	eV
spin multiplicity	2
charge	0
E_HOMO (alpha / beta)	-0.289 / -0.296	Eh
maximum force	0.01349	Eh/bohr
DFT total energy	-5458.69570	Eh



[2]
Below is a 9-piece molecular cluster, C8H32N3O11 overall at a distorted geometry, with properties calculated with the ωB97M-V functional and the def2-TZVPD basis.

Last column: Löwdin charge in e.
Geometry (Å):
1 N 0.3321 -0.3038 -0.1430  -0.51
2 O 0.4408 -0.0344 1.0735  -0.04
3 O 1.3325 -0.2823 -0.8744  -0.01
4 O -0.7785 -0.6375 -0.6128  -0.05
5 C -3.4013 -2.6524 -0.8449  -0.17
6 O -2.1715 -3.0380 -1.4241  -0.13
7 H -3.3334 -2.5736 0.2476  0.07
8 H -3.7831 -1.6999 -1.2292  0.06
9 H -4.1478 -3.4112 -1.0843  0.07
10 H -1.5105 -2.3674 -1.2130  0.03
11 C -0.6008 -3.1916 2.3326  -0.15
12 O 0.3875 -2.3522 2.9134  -0.13
13 H -1.5252 -3.1914 2.9251  0.07
14 H -0.8803 -2.8415 1.3365  0.06
15 H -0.2191 -4.2102 2.2972  0.07
16 H 0.3318 -1.5069 2.4557  0.02
17 C 1.1762 1.9688 4.1967  -0.16
18 O 1.0575 2.1713 2.7957  -0.14
19 H 1.3836 2.9333 4.6557  0.07
20 H 0.2493 1.5661 4.6194  0.07
21 H 1.9886 1.2744 4.4360  0.08
22 H 0.7717 1.3327 2.4122  0.02
23 C 3.4574 -0.4680 -3.7480  -0.17
24 O 3.5796 0.3343 -2.5903  -0.14
25 H 3.6063 -1.5212 -3.4879  0.08
26 H 2.4402 -0.4088 -4.1628  0.08
27 H 4.1523 -0.0968 -4.4940  0.07
28 H 2.7865 0.1778 -2.0627  0.02
29 C 4.3202 -1.0038 1.0514  -0.16
30 O 3.7172 -1.9122 0.1364  -0.13
31 H 5.3941 -0.9831 0.8682  0.07
32 H 3.9070 -0.0003 0.9410  0.07
33 H 4.1568 -1.3454 2.0809  0.07
34 H 2.8240 -1.5638 0.0254  0.03
35 C 1.1051 2.9972 -0.3032  -0.15
36 O 1.0213 3.7416 -1.5275  -0.13
37 H 0.1500 2.5362 -0.0704  0.07
38 H 1.8466 2.1982 -0.3781  0.07
39 H 1.3794 3.6724 0.5088  0.07
40 H 1.8870 4.1340 -1.6615  0.06
41 C -2.1636 0.6390 2.6593  -0.16
42 O -2.6751 -0.3029 1.7235  -0.14
43 H -3.0176 1.1127 3.1422  0.07
44 H -1.5538 0.1280 3.4123  0.07
45 H -1.5472 1.3917 2.1661  0.07
46 H -2.1467 -0.3085 0.9152  0.03
47 C -3.5844 1.0068 -3.0458  -0.66
48 O -4.5161 0.4905 -2.4378  0.01
49 N -2.3312 1.1470 -2.5066  0.17
50 N -3.7652 1.5290 -4.3121  0.13
51 H -1.5793 1.4782 -3.0806  0.10
52 H -2.1496 0.5621 -1.7055  0.07
53 H -3.0937 2.1760 -4.6790  0.08
54 H -4.7079 1.5095 -4.6484  0.09

lowest unoccupied orbital energy	2.78	eV
charge	-1
E_HOMO	-0.258	Eh
maximum force	0.01954	Eh/bohr
DFT total energy	-1315.83770	Eh



[3]
Below is one molecule with the formula C17H18N2O5S, with properties calculated with the ωB97M-V functional and the def2-TZVPD basis.

Last column: Löwdin charge in e.
Geometry (Å):
1 C 2.9763 4.1111 -0.3055  -0.06
2 C 2.3342 3.0425 -1.1699  -0.22
3 H 2.6434 3.1364 -2.2179  0.13
4 H 1.2405 3.0938 -1.1283  0.12
5 O 2.7420 1.7660 -0.6808  0.01
6 C 2.0733 0.7167 -1.1472  -0.44
7 O 1.2263 0.8077 -2.0153  0.10
8 C 2.4837 -0.5455 -0.4957  -0.06
9 C 3.7533 -0.6744 0.0601  -0.01
10 C 4.1174 -1.8314 0.7207  -0.08
11 C 3.2050 -2.8677 0.8493  -0.06
12 C 1.9383 -2.7583 0.3076  0.00
13 C 1.5689 -1.6058 -0.3780  -0.16
14 N 0.2913 -1.4612 -0.9192  0.15
15 C -0.8434 -1.7446 -0.2256  -0.42
16 O -0.9043 -2.4531 0.7619  0.08
17 C -2.0398 -1.0441 -0.7797  -0.09
18 C -2.3631 -1.0550 -2.1292  -0.01
19 C -3.4599 -0.3452 -2.5861  -0.07
20 C -4.2263 0.3930 -1.6994  -0.07
21 C -3.9049 0.4189 -0.3529  -0.02
22 C -2.8234 -0.3119 0.1162  -0.26
23 N -2.4775 -0.2401 1.4878  -0.06
24 S -1.2111 0.8367 1.7528  0.62
25 O -0.6464 0.5439 3.0312  -0.28
26 O -0.3282 0.8920 0.6181  -0.27
27 C -2.1063 2.4004 1.8438  -0.11
28 H -1.4039 3.1656 2.1473  0.07
29 H -2.5052 2.6115 0.8612  0.06
30 H -2.8887 2.2811 2.5798  0.07
31 H -2.1714 -1.1468 1.8333  0.10
32 H -4.4978 0.9867 0.3476  0.12
33 H -5.0772 0.9535 -2.0569  0.11
34 H -3.7118 -0.3611 -3.6355  0.11
35 H -1.7568 -1.6251 -2.8172  0.12
36 H 0.2312 -0.6787 -1.5720  0.11
37 H 1.2232 -3.5568 0.4160  0.11
38 H 3.4829 -3.7691 1.3749  0.11
39 H 5.1063 -1.9233 1.1434  0.10
40 H 4.4481 0.1456 -0.0342  0.12
41 H 4.0591 4.0369 -0.3590  0.08
42 H 2.6699 5.0947 -0.6501  0.08
43 H 2.6703 3.9819 0.7290  0.08

lowest unoccupied orbital energy	0.51	eV
SMILES	CCOC(=O)c1ccccc1NC(=O)c1ccccc1NS(C)(=O)=O
charge	0
E_HOMO	-0.319	Eh
maximum force	0.01779	Eh/bohr
DFT total energy	-1542.55413	Eh
energy relative to the best compared isomer or geometry (same formula, charge and spin)	0.2769	eV



Question: Which formula does entry 3 have?
Answer: C17H18N2O5S



Question: The lowest charge belongs to which entry?
Answer: C8H32N3O11



Question: Look up the charge of the third one.
Answer: 0